1.
The following is a DFT calculation (ωB97M-V/def2-TZVPD) of C38H38AsCoF3N5S3 as an isolated structure.

Geometry (Å):
Co  -0.476  2.397  -1.869
C  0.192  6.004  -5.729
S  1.070  6.233  -4.170
C  0.478  4.891  -3.179
S  -0.761  3.798  -3.721
N  1.037  4.863  -2.017
N  0.565  3.820  -1.251
C  0.862  3.801  0.027
C  0.387  2.685  0.741
C  0.529  2.678  2.192
C  -0.193  2.065  3.141
C  -1.452  1.277  2.985
C  -1.716  0.758  1.525
N  -0.147  1.719  -0.035
H  0.782  6.519  -6.486
H  -0.808  6.429  -5.683
H  0.127  4.944  -5.960
H  1.409  4.623  0.477
H  1.337  3.317  2.541
H  0.118  2.229  4.170
H  -1.528  0.514  3.760
H  -2.305  -0.153  1.579
F  -1.512  -2.432  -3.694
C  -0.949  -1.815  -4.745
F  -1.951  -1.271  -5.464
F  -0.406  -2.793  -5.521
C  0.093  -0.814  -4.347
C  1.352  -0.894  -4.910
C  2.330  0.025  -4.562
C  2.009  0.969  -3.607
N  0.812  1.055  -3.045
C  -0.192  0.233  -3.436
S  -1.727  0.654  -2.778
H  1.567  -1.677  -5.625
H  3.313  -0.002  -5.011
H  2.746  1.687  -3.256
C  5.657  -3.304  1.093
C  4.295  -2.725  0.797
C  4.052  -1.364  0.866
C  2.794  -0.815  0.602
C  2.657  0.684  0.665
C  1.721  -1.660  0.303
As  -0.147  -1.090  -0.153
N  -0.562  0.572  0.658
C  -2.630  1.957  1.356
C  -2.879  2.923  0.438
C  -3.277  4.201  0.903
C  -3.203  4.516  2.292
C  -2.911  3.585  3.238
C  -2.768  2.157  2.836
C  -1.017  -2.185  1.245
C  -0.521  -2.338  2.547
C  0.766  -1.705  3.028
C  -1.242  -3.113  3.458
C  -2.432  -3.736  3.119
C  -3.196  -4.569  4.118
C  -2.911  -3.570  1.823
C  -2.229  -2.807  0.884
C  -2.827  -2.660  -0.499
C  1.978  -3.039  0.135
C  0.936  -4.021  -0.366
C  3.245  -3.543  0.398
H  6.339  -2.534  1.455
H  6.096  -3.752  0.198
H  5.592  -4.085  1.853
H  4.866  -0.691  1.123
H  3.629  1.160  0.520
H  2.268  1.001  1.635
H  1.973  1.065  -0.092
H  -2.700  2.765  -0.617
H  -3.511  4.983  0.190
H  -3.365  5.546  2.593
H  -2.830  3.858  4.287
H  -3.598  1.566  3.258
H  0.922  -0.719  2.588
H  1.629  -2.323  2.765
H  0.747  -1.597  4.115
H  -0.857  -3.219  4.471
H  -2.743  -4.509  5.108
H  -3.213  -5.619  3.817
H  -4.232  -4.233  4.195
H  -3.851  -4.038  1.539
H  -3.819  -3.113  -0.537
H  -2.203  -3.142  -1.252
H  -2.914  -1.615  -0.800
H  0.344  -3.597  -1.180
H  0.243  -4.319  0.421
H  1.425  -4.921  -0.741
H  3.421  -4.609  0.273

Cartesian forces, eV/Å:
Co -0.267 0.115 -0.484
C 0.041 0.026 0.117
S 0.028 -0.023 -0.071
C -0.168 0.066 0.039
S 0.091 -0.223 0.283
N -0.077 -0.089 0.095
N 0.394 0.222 0.044
C -0.020 0.144 0.030
C 0.010 -0.054 0.244
C -0.042 0.083 -0.208
C -0.186 -0.061 0.101
C 0.057 0.098 -0.114
C 0.259 0.088 -0.154
N -0.093 0.036 0.150
H -0.042 -0.002 -0.017
H -0.025 -0.031 -0.037
H 0.016 0.014 -0.069
H -0.017 -0.065 0.019
H -0.014 0.011 -0.003
H -0.014 0.037 -0.030
H 0.031 -0.072 0.010
H -0.023 -0.211 0.021
F -0.007 -0.075 -0.010
C 0.088 0.160 -0.087
F 0.072 -0.123 0.029
F -0.234 0.057 0.091
C 0.002 0.077 0.085
C 0.009 -0.019 0.003
C 0.049 -0.067 -0.083
C 0.101 0.075 0.251
N -0.201 -0.200 -0.156
C 0.111 -0.048 -0.154
S 0.017 -0.098 0.041
H 0.000 0.031 0.023
H 0.002 -0.006 0.041
H -0.064 -0.010 -0.029
C -0.082 0.046 -0.020
C 0.035 -0.001 0.024
C -0.049 0.037 -0.022
C 0.084 0.054 -0.033
C 0.119 -0.235 -0.033
C 0.152 0.055 -0.190
As -0.033 0.080 -0.093
N -0.105 -0.061 0.230
C 0.116 0.058 -0.003
C -0.102 0.060 0.158
C 0.004 -0.016 0.034
C -0.019 -0.031 -0.087
C 0.066 -0.096 0.028
C 0.120 0.007 0.006
C -0.172 0.095 -0.050
C 0.067 0.037 0.003
C -0.131 0.040 0.095
C 0.013 -0.022 0.039
C 0.000 -0.006 -0.010
C 0.041 0.040 -0.053
C -0.043 -0.051 0.044
C 0.001 0.051 -0.031
C 0.074 0.024 0.137
C -0.151 0.026 -0.126
C 0.088 0.150 0.090
C 0.033 -0.009 0.018
H -0.018 -0.021 -0.014
H 0.000 0.008 0.016
H 0.009 0.014 -0.012
H -0.029 -0.020 -0.013
H -0.009 -0.034 0.036
H -0.017 -0.023 -0.030
H 0.124 -0.106 0.006
H 0.035 -0.019 -0.100
H 0.044 -0.076 0.077
H 0.009 -0.049 -0.022
H -0.038 -0.001 -0.103
H 0.014 -0.008 -0.035
H -0.061 -0.040 0.077
H -0.066 0.048 0.053
H -0.050 -0.008 -0.027
H -0.024 0.006 -0.068
H -0.014 -0.001 -0.031
H -0.001 0.025 0.014
H 0.025 -0.011 0.002
H 0.076 0.035 0.019
H 0.044 0.011 0.023
H 0.028 -0.008 -0.035
H 0.008 0.021 -0.017
H -0.032 0.000 -0.013
H -0.049 0.003 0.043
H 0.009 0.020 -0.015
H -0.024 0.041 0.002

Values from the calculation:
E_LUMO (spin up / spin down): 2.4 / 2.1 eV
Charge: -1
2S+1: 4
⟨S²⟩: 3.8248

Atom charges from the Mulliken analysis, given in e for atoms 1 to 6:
1 Co -0.314
2 C -0.781
3 S -0.109
4 C 0.536
5 S -0.535
6 N -1.556

2.
The following is a DFT calculation (ωB97M-V/def2-TZVPD) of C38H38F5N3P2RhSeSi2 as an isolated structure in a non-equilibrium geometry.

Geometry (Å):
Rh  -1.088  -0.865  -0.566
C  -1.283  -4.412  0.998
Si  -1.507  -2.860  2.004
C  -3.318  -2.434  2.163
C  -0.828  -3.111  3.742
N  -0.644  -1.505  1.312
P  0.987  -1.304  1.253
C  0.945  -0.618  -0.401
P  0.919  1.006  -1.093
N  -0.482  1.680  -0.997
Si  -1.331  2.957  -1.735
C  -1.969  4.113  -0.403
C  -2.801  2.335  -2.716
C  -0.267  3.943  -2.952
C  2.265  1.913  -0.287
C  2.106  3.257  0.029
C  3.134  3.955  0.646
C  4.324  3.308  0.950
C  4.483  1.963  0.648
C  3.454  1.265  0.036
C  1.430  0.779  -2.823
C  0.460  0.311  -3.709
C  0.774  0.098  -5.041
C  2.057  0.360  -5.502
C  3.026  0.828  -4.626
C  2.716  1.031  -3.289
C  1.503  -0.163  2.550
C  0.622  0.844  2.942
C  1.027  1.801  3.858
C  2.305  1.744  4.400
C  3.179  0.735  4.022
C  2.785  -0.214  3.089
C  2.077  -2.627  1.080
C  2.312  -3.054  -0.381
C  2.924  -4.416  -0.444
C  3.244  -5.137  0.644
C  3.034  -4.676  1.993
C  2.434  -3.462  2.159
H  -1.902  -5.226  1.385
H  -0.240  -4.736  0.995
H  -1.575  -4.214  -0.035
H  -3.829  -3.213  2.736
H  -3.795  -2.368  1.187
H  -3.455  -1.485  2.686
H  -1.523  -3.702  4.343
H  -0.684  -2.151  4.245
H  0.127  -3.635  3.726
H  -2.591  3.561  0.304
H  -2.568  4.922  -0.828
H  -1.147  4.563  0.160
H  -3.569  1.882  -2.089
H  -2.497  1.585  -3.449
H  -3.260  3.165  -3.262
H  0.777  3.998  -2.637
H  -0.635  4.966  -3.067
H  -0.285  3.472  -3.937
H  1.165  3.744  -0.191
H  3.004  5.000  0.898
H  5.125  3.850  1.437
H  5.402  1.453  0.906
H  3.562  0.206  -0.175
H  -0.545  0.109  -3.352
H  0.017  -0.275  -5.718
H  2.303  0.198  -6.544
H  4.027  1.033  -4.983
H  3.477  1.398  -2.611
H  -0.374  0.869  2.514
H  0.347  2.592  4.150
H  2.621  2.490  5.119
H  4.174  0.692  4.447
H  3.461  -0.995  2.765
H  2.935  -2.325  -0.921
H  3.089  -4.822  -1.436
H  3.682  -6.120  0.500
H  3.314  -5.288  2.839
H  2.214  -3.117  3.166
F  -7.599  1.937  0.385
C  -6.619  1.139  -0.063
C  -5.349  1.219  0.472
F  -5.090  2.102  1.446
C  -4.348  0.392  -0.009
F  -3.128  0.537  0.545
C  -4.555  -0.537  -1.019
Se  -3.197  -1.705  -1.649
C  -5.849  -0.591  -1.534
F  -6.153  -1.455  -2.511
C  -6.866  0.224  -1.076
F  -8.096  0.140  -1.603
N  0.966  -3.003  -1.104
C  0.524  -1.837  -1.102

Cartesian forces, eV/Å:
Rh -0.980 -0.649 -0.370
C -0.079 0.018 -0.017
Si 0.175 0.021 -0.028
C 0.006 0.034 0.036
C 0.013 0.041 -0.001
N 0.050 -0.196 0.027
P 0.291 -0.046 -0.071
C 0.165 0.439 0.183
P 0.231 -0.107 0.044
N 0.079 0.174 -0.034
Si 0.007 -0.021 -0.063
C 0.046 0.013 -0.003
C 0.006 0.037 -0.061
C -0.025 -0.036 0.052
C -0.014 0.006 0.022
C 0.007 -0.059 -0.003
C 0.017 0.002 0.002
C 0.009 0.019 0.007
C 0.011 0.005 0.008
C 0.004 -0.023 -0.010
C 0.066 -0.047 0.018
C -0.014 -0.011 0.019
C 0.016 0.000 -0.023
C 0.000 -0.008 -0.007
C 0.006 -0.001 -0.007
C 0.007 0.034 -0.001
C -0.126 0.049 0.015
C 0.010 -0.030 -0.023
C 0.025 0.005 0.021
C -0.018 0.018 0.005
C 0.012 -0.012 0.001
C -0.014 0.014 0.009
C 0.053 0.107 -0.106
C -0.085 0.017 0.195
C -0.030 -0.020 -0.007
C 0.034 -0.034 0.032
C -0.018 0.046 -0.013
C 0.089 -0.084 0.003
H -0.015 -0.017 0.018
H 0.021 0.029 -0.003
H 0.014 -0.044 -0.005
H -0.008 -0.024 0.010
H -0.038 0.025 -0.084
H 0.003 0.027 0.000
H -0.026 -0.031 0.010
H -0.011 0.016 0.022
H 0.013 -0.017 -0.012
H -0.010 -0.018 0.019
H -0.023 0.025 -0.009
H -0.003 0.009 0.016
H -0.016 -0.022 0.059
H 0.008 -0.006 0.000
H -0.021 0.011 0.001
H 0.037 0.024 0.023
H -0.035 0.007 -0.005
H 0.033 -0.034 -0.013
H -0.039 0.030 -0.009
H -0.004 0.009 0.002
H -0.004 0.003 0.005
H 0.009 -0.010 -0.001
H -0.002 -0.013 0.011
H 0.017 0.004 -0.025
H -0.007 -0.003 -0.001
H -0.002 0.000 -0.002
H 0.001 0.003 0.000
H -0.011 -0.007 -0.025
H -0.013 0.001 0.001
H -0.007 0.002 -0.003
H -0.003 0.002 0.000
H 0.003 -0.004 -0.002
H 0.011 0.013 -0.004
H 0.010 0.044 -0.014
H -0.007 -0.020 -0.016
H -0.004 0.001 -0.016
H 0.005 -0.010 0.002
H 0.005 0.005 -0.001
F 0.036 -0.038 -0.020
C -0.044 -0.065 -0.086
C 0.072 0.005 0.006
F -0.023 -0.018 -0.024
C 0.036 0.038 0.056
F -0.081 0.047 0.015
C -0.063 0.010 -0.032
Se 0.215 0.041 0.071
C 0.013 0.036 0.036
F 0.040 0.006 0.018
C 0.007 0.107 0.103
F 0.019 0.007 0.015
N -0.035 0.193 -0.031
C -0.104 -0.094 0.073

Values from the calculation:
E_LUMO: 2.4 eV
Charge: -1

Atom charges from the Mulliken analysis, given in e for atoms 1 to 6:
1 Rh 1.214
2 C -0.911
3 Si -0.081
4 C -0.911
5 C -1.134
6 N 0.554

3.
The following is a DFT calculation (ωB97M-V/def2-TZVPD) of C38H38N11NiO4S as an isolated structure.

Geometry (Å):
Ni  -0.040  0.144  -0.278
C  3.362  2.818  1.368
O  3.219  1.583  2.127
C  2.094  1.044  1.689
N  1.320  1.696  0.923
C  1.990  2.997  0.680
C  2.088  3.359  -0.783
C  3.023  4.292  -1.216
C  3.106  4.627  -2.559
C  2.255  4.036  -3.483
C  1.308  3.118  -3.055
C  1.228  2.796  -1.711
C  1.760  -0.324  2.126
C  2.468  -1.047  3.075
C  2.053  -2.341  3.350
C  0.962  -2.874  2.674
C  0.320  -2.066  1.753
N  0.704  -0.821  1.498
C  -0.805  -2.496  0.902
N  -1.255  -1.771  -0.042
C  -2.293  -2.577  -0.731
C  -2.442  -3.807  0.191
O  -1.329  -3.697  1.118
C  -3.602  -1.870  -1.000
C  -4.759  -2.623  -1.182
C  -5.967  -2.005  -1.469
C  -6.036  -0.624  -1.577
C  -4.886  0.132  -1.410
C  -3.677  -0.491  -1.129
H  3.609  3.602  2.079
H  4.170  2.668  0.655
H  1.412  3.773  1.190
H  3.704  4.758  -0.513
H  3.844  5.347  -2.888
H  2.330  4.294  -4.531
H  0.636  2.651  -3.763
H  0.486  2.101  -1.346
H  3.323  -0.602  3.563
H  2.587  -2.940  4.075
H  0.625  -3.886  2.843
H  -1.860  -2.881  -1.690
H  -3.359  -3.780  0.778
H  -2.354  -4.762  -0.319
H  -4.729  -3.704  -1.112
H  -6.856  -2.606  -1.609
H  -6.979  -0.142  -1.801
H  -4.922  1.211  -1.504
H  -2.784  0.102  -1.029
N  4.807  -6.253  -0.160
C  4.431  -4.958  -0.455
C  3.866  -4.649  -1.700
C  3.464  -3.363  -1.990
C  3.609  -2.358  -1.037
C  4.174  -2.649  0.195
C  4.577  -3.940  0.490
S  3.100  -0.719  -1.425
O  3.532  0.106  -0.320
O  3.537  -0.400  -2.750
N  1.477  -0.756  -1.358
C  0.737  -0.882  -2.498
N  1.066  -1.619  -3.557
C  0.230  -1.559  -4.586
C  -0.945  -0.816  -4.584
C  -1.253  -0.159  -3.410
N  -0.428  -0.200  -2.367
H  4.935  -6.882  -0.934
H  5.466  -6.382  0.588
H  3.759  -5.429  -2.445
H  3.036  -3.121  -2.954
H  4.323  -1.851  0.909
H  5.028  -4.162  1.450
H  0.504  -2.146  -5.456
H  -1.595  -0.777  -5.444
H  -2.166  0.410  -3.289
C  -2.941  5.027  3.050
C  -3.250  3.725  3.779
C  -2.016  3.172  4.484
C  -3.881  2.674  2.865
N  -2.992  2.260  1.777
C  -2.159  1.225  1.703
N  -1.554  1.281  0.542
N  -2.037  2.365  -0.098
N  -2.900  2.954  0.634
H  -2.547  5.761  3.752
H  -3.830  5.450  2.582
H  -2.193  4.881  2.269
H  -4.020  3.926  4.531
H  -1.207  2.984  3.771
H  -2.230  2.242  5.016
H  -1.638  3.889  5.212
H  -4.795  3.033  2.396
H  -4.113  1.768  3.426
H  -2.017  0.486  2.472

Cartesian forces, eV/Å:
Ni 0.224 -0.696 0.629
C 0.022 0.008 0.074
O -0.030 0.095 0.039
C -0.187 -0.095 0.118
N 0.200 0.201 -0.405
C 0.046 -0.067 0.011
C 0.019 0.058 -0.055
C 0.050 -0.033 -0.005
C -0.013 0.005 -0.019
C -0.004 -0.005 0.003
C 0.004 0.019 0.018
C 0.005 -0.026 0.156
C -0.016 0.038 0.014
C 0.003 -0.034 -0.013
C 0.019 0.018 -0.002
C -0.011 0.015 0.021
C 0.013 -0.007 -0.071
N -0.019 0.112 -0.014
C 0.102 -0.028 0.031
N -0.199 0.072 0.103
C 0.144 -0.056 -0.067
C 0.025 -0.039 0.035
O 0.003 -0.010 -0.070
C -0.019 -0.011 0.003
C -0.013 -0.010 0.004
C -0.001 0.013 0.001
C 0.001 0.005 -0.003
C 0.002 -0.003 0.006
C -0.007 0.031 -0.021
H 0.026 0.028 -0.045
H -0.012 -0.023 -0.010
H -0.045 -0.042 0.013
H -0.009 -0.002 0.010
H 0.001 0.002 0.002
H 0.006 -0.006 -0.003
H 0.002 0.007 -0.010
H -0.106 0.077 -0.316
H 0.010 -0.003 -0.014
H -0.005 0.000 0.004
H -0.011 0.000 -0.007
H -0.008 0.029 -0.013
H -0.004 0.010 -0.009
H -0.002 0.004 -0.004
H 0.010 -0.003 0.003
H 0.000 -0.005 -0.001
H -0.003 -0.001 0.007
H -0.001 -0.001 -0.010
H 0.014 -0.018 0.010
N -0.080 -0.029 0.040
C 0.011 -0.018 -0.028
C 0.010 0.009 0.013
C -0.043 0.013 0.022
C 0.046 -0.064 -0.112
C 0.010 0.032 0.047
C -0.014 0.022 -0.012
S 0.148 -0.257 0.126
O -0.056 -0.002 0.035
O 0.002 0.068 0.046
N -0.319 0.175 -0.242
C 0.041 0.032 0.275
N -0.042 0.074 -0.102
C 0.000 -0.022 0.001
C -0.018 -0.002 -0.003
C 0.051 -0.035 0.053
N -0.063 0.357 -0.158
H 0.031 0.011 -0.006
H 0.022 0.003 -0.016
H 0.002 -0.008 0.004
H 0.015 0.004 -0.002
H -0.008 0.005 0.005
H 0.014 0.000 -0.003
H 0.015 0.002 0.002
H -0.008 -0.004 0.004
H -0.007 0.002 -0.023
C -0.006 0.026 -0.010
C -0.010 0.003 0.027
C 0.028 -0.017 -0.002
C 0.038 -0.048 -0.030
N -0.071 -0.063 -0.016
C 0.058 0.041 0.038
N 0.032 0.018 -0.096
N -0.010 -0.009 -0.011
N -0.032 0.009 -0.004
H -0.009 0.004 0.003
H -0.005 -0.015 -0.007
H 0.010 -0.003 0.011
H 0.021 -0.010 0.018
H 0.003 -0.001 -0.003
H -0.010 0.000 -0.003
H -0.008 0.012 -0.004
H 0.021 0.054 0.001
H -0.037 0.014 0.001
H 0.003 -0.008 -0.002

Values from the calculation:
E_LUMO (spin up / spin down): -3.0 / -3.0 eV
Charge: +1
2S+1: 3
⟨S²⟩: 2.0046

Atom charges from the Mulliken analysis, given in e for atoms 1 to 6:
1 Ni 0.172
2 C -0.815
3 O -0.459
4 C -0.670
5 N 0.635
6 C -0.294

Number 1: DFT total energy -186597.08295 eV. Number 2: DFT total energy -160771.03735 eV. Number 3: DFT total energy -116478.59714 eV.